A structure of composition C73H162N9O23P in a non-equilibrium geometry, computed with ωB97M-V/def2-TZVPD.

Element x y z (Å)
C (-9.669, -10.532, 3.914)
C (-8.465, -9.670, 3.916)
O (-7.713, -9.612, 4.813)
N (-8.462, -8.717, 2.693)
H (-8.965, -9.153, 1.934)
H (-9.022, -7.879, 2.754)
C (-7.089, -8.343, 2.136)
H (-9.534, -11.375, 3.236)
H (-10.533, -10.088, 3.420)
H (-9.965, -10.810, 4.926)
H (-6.648, -7.468, 2.613)
H (-7.415, -7.994, 1.157)
H (-6.448, -9.212, 1.984)
C (-1.878, -12.246, 5.820)
C (-1.394, -11.180, 4.924)
O (-1.939, -10.102, 4.795)
N (-0.087, -11.434, 4.136)
H (0.670, -10.826, 4.414)
H (0.179, -12.389, 4.325)
C (-0.395, -11.289, 2.679)
H (-2.558, -12.988, 5.403)
H (-2.274, -11.836, 6.749)
H (-1.119, -12.876, 6.284)
H (-0.482, -10.208, 2.571)
H (-1.285, -11.851, 2.398)
H (0.514, -11.618, 2.174)
C (3.444, -5.528, 9.802)
C (2.036, -5.833, 10.458)
O (1.005, -5.602, 9.869)
N (1.920, -6.662, 11.801)
H (2.766, -6.407, 12.290)
H (1.232, -6.330, 12.462)
C (2.008, -8.164, 11.557)
H (4.005, -4.845, 10.440)
H (3.307, -5.099, 8.810)
H (3.934, -6.493, 9.675)
H (1.040, -8.476, 11.163)
H (2.187, -8.788, 12.432)
H (2.878, -8.205, 10.902)
C (-10.421, 1.338, -2.167)
C (-10.268, 2.360, -3.334)
O (-10.869, 3.376, -3.468)
N (-9.372, 1.730, -4.511)
H (-8.811, 0.960, -4.178)
H (-9.894, 1.242, -5.225)
C (-8.405, 2.747, -5.075)
H (-10.456, 0.269, -2.376)
H (-11.382, 1.556, -1.700)
H (-9.631, 1.513, -1.438)
H (-7.625, 3.183, -4.452)
H (-9.025, 3.354, -5.735)
H (-7.793, 2.165, -5.765)
C (2.152, 8.891, -7.068)
C (0.980, 9.837, -7.337)
O (0.571, 10.638, -6.454)
N (0.638, 9.984, -8.829)
H (1.417, 9.742, -9.425)
H (-0.141, 9.382, -9.055)
C (0.230, 11.405, -9.290)
H (3.123, 9.367, -7.205)
H (2.154, 7.887, -7.492)
H (2.109, 8.757, -5.988)
H (-0.586, 11.550, -8.581)
H (-0.145, 11.470, -10.311)
H (1.065, 12.055, -9.027)
C (0.456, -3.161, -10.942)
C (0.701, -1.551, -11.008)
C (0.579, -1.115, -12.501)
C (0.842, 0.385, -12.706)
N (0.733, 0.925, -14.166)
C (-0.744, 0.919, -14.735)
C (-0.908, -0.424, -15.418)
C (0.551, -0.957, -15.646)
C (1.580, 0.093, -15.164)
C (1.332, 2.349, -14.083)
H (-0.215, -3.477, -11.741)
H (0.024, -3.438, -9.980)
H (1.421, -3.668, -10.921)
H (1.663, -1.433, -10.509)
H (0.074, -0.916, -10.382)
H (-0.342, -1.515, -12.926)
H (1.330, -1.711, -13.020)
H (1.855, 0.517, -12.327)
H (0.245, 1.146, -12.203)
H (-0.807, 1.777, -15.403)
H (-1.453, 1.146, -13.939)
H (-1.391, -0.347, -16.392)
H (-1.430, -1.108, -14.749)
H (0.643, -1.158, -16.713)
H (0.666, -1.925, -15.158)
H (2.027, 0.729, -15.928)
H (2.364, -0.393, -14.581)
H (2.214, 2.421, -13.446)
H (0.625, 2.948, -13.509)
H (1.262, 2.741, -15.097)
C (-4.574, -2.948, 10.092)
C (-5.308, -1.734, 10.614)
C (-4.356, -0.680, 11.094)
C (-3.738, -0.853, 12.444)
N (-3.063, 0.388, 13.091)
C (-1.829, 0.889, 12.401)
C (-0.574, 0.152, 13.125)
C (-0.953, 0.363, 14.597)
C (-2.555, 0.062, 14.566)
C (-4.253, 1.432, 13.347)
H (-4.083, -2.788, 9.132)
H (-5.396, -3.596, 9.787)
H (-3.895, -3.528, 10.717)
H (-5.896, -2.066, 11.469)
H (-5.973, -1.254, 9.895)
H (-4.888, 0.263, 11.214)
H (-3.677, -0.389, 10.293)
H (-2.931, -1.573, 12.579)
H (-4.555, -1.135, 13.109)
H (-1.740, 1.975, 12.424)
H (-1.965, 0.579, 11.365)
H (0.404, 0.397, 12.710)
H (-0.446, -0.929, 13.193)
H (-0.697, 1.391, 14.854)
H (-0.432, -0.371, 15.213)
H (-3.082, 0.744, 15.233)
H (-2.961, -0.907, 14.856)
H (-3.900, 2.156, 14.082)
H (-5.059, 0.884, 13.834)
H (-4.594, 1.886, 12.417)
C (5.010, 10.404, 0.462)
C (4.032, 11.538, 0.792)
C (3.132, 11.105, 1.960)
C (1.758, 10.518, 1.619)
N (0.724, 10.507, 2.726)
C (-0.593, 9.696, 2.233)
C (-1.750, 10.297, 3.065)
C (-1.271, 11.611, 3.683)
C (0.151, 11.848, 3.086)
C (1.301, 9.929, 4.027)
H (4.596, 9.406, 0.319)
H (5.804, 10.381, 1.208)
H (5.349, 10.600, -0.555)
H (3.562, 11.889, -0.127)
H (4.616, 12.420, 1.054)
H (3.050, 12.026, 2.538)
H (3.522, 10.367, 2.660)
H (1.965, 9.518, 1.237)
H (1.151, 11.053, 0.888)
H (-0.427, 8.640, 2.446)
H (-0.702, 9.776, 1.152)
H (-2.060, 9.684, 3.911)
H (-2.642, 10.474, 2.464)
H (-1.067, 11.463, 4.744)
H (-1.995, 12.418, 3.575)
H (0.863, 12.426, 3.675)
H (0.039, 12.417, 2.163)
H (0.456, 9.923, 4.716)
H (2.131, 10.479, 4.472)
H (1.711, 8.932, 3.862)
C (-1.256, 2.364, -3.218)
C (-0.719, 2.331, -1.801)
C (-1.448, 1.227, -0.952)
C (-0.878, 1.222, 0.499)
N (-1.730, 0.422, 1.484)
C (-1.048, 0.428, 2.855)
C (-0.889, -1.130, 3.182)
C (-0.905, -1.784, 1.879)
C (-2.022, -1.052, 1.124)
C (-3.097, 1.151, 1.703)
H (-0.494, 2.793, -3.868)
H (-2.208, 2.893, -3.271)
H (-1.432, 1.357, -3.596)
H (-0.762, 3.327, -1.363)
H (0.316, 1.995, -1.875)
H (-1.354, 0.264, -1.454)
H (-2.459, 1.622, -1.053)
H (-0.883, 2.233, 0.906)
H (0.126, 0.852, 0.707)
H (-1.772, 0.952, 3.479)
H (-0.161, 1.055, 2.948)
H (-1.720, -1.402, 3.832)
H (0.034, -1.325, 3.728)
H (-0.996, -2.857, 2.048)
H (-0.036, -1.785, 1.221)
H (-3.005, -1.356, 1.482)
H (-2.055, -1.326, 0.069)
H (-2.902, 2.218, 1.817)
H (-3.643, 0.844, 2.595)
H (-3.657, 0.964, 0.787)
C (4.453, -6.941, -2.934)
C (4.793, -5.700, -3.838)
C (4.504, -4.335, -3.321)
C (5.345, -3.849, -2.067)
P (7.232, -3.714, -2.089)
C (7.435, -2.439, -3.486)
C (6.687, -1.094, -3.234)
C (7.019, -0.004, -4.292)
C (6.519, -0.405, -5.658)
C (7.882, -3.127, -0.447)
C (9.399, -2.766, -0.212)
C (9.671, -2.171, 1.227)
C (11.094, -1.640, 1.337)
C (8.287, -5.154, -2.620)
C (8.422, -6.379, -1.688)
C (9.596, -7.232, -2.242)
C (9.639, -8.521, -1.494)
H (5.061, -6.871, -2.031)
H (4.778, -7.855, -3.430)
H (3.404, -7.063, -2.662)
H (4.211, -5.889, -4.740)
H (5.858, -5.704, -4.073)
H (3.462, -4.213, -3.024)
H (4.735, -3.706, -4.180)
H (5.058, -4.384, -1.163)
H (5.031, -2.822, -1.882)
H (6.947, -2.960, -4.310)
H (8.494, -2.316, -3.717)
H (6.729, -0.691, -2.222)
H (5.660, -1.421, -3.395)
H (8.025, 0.385, -4.130)
H (6.519, 0.925, -4.017)
H (7.213, -1.103, -6.126)
H (6.465, 0.493, -6.273)
H (5.554, -0.910, -5.641)
H (7.444, -3.835, 0.256)
H (7.380, -2.179, -0.255)
H (9.802, -2.153, -1.019)
H (10.174, -3.533, -0.236)
H (9.630, -2.746, 2.152)
H (8.907, -1.400, 1.324)
H (11.732, -2.459, 1.669)
H (11.173, -1.030, 2.236)
H (11.366, -1.039, 0.469)
H (9.287, -4.750, -2.775)
H (8.070, -5.436, -3.651)
H (7.529, -6.981, -1.859)
H (8.605, -6.192, -0.630)
H (10.618, -6.853, -2.197)
H (9.384, -7.366, -3.303)
H (10.382, -9.110, -2.032)
H (8.649, -8.975, -1.457)
H (9.884, -8.425, -0.436)
O (-8.461, -2.170, 3.824)
C (-9.756, -2.416, 3.513)
O (-10.458, -1.449, 3.690)
O (-10.155, -3.417, 2.913)
H (-8.791, -1.299, 4.057)
O (-2.332, 4.958, 8.019)
C (-3.581, 5.302, 8.067)
O (-3.688, 6.369, 8.706)
O (-4.508, 4.636, 7.564)
H (-2.240, 5.747, 8.558)
O (3.875, 4.509, 1.044)
C (4.531, 4.419, 2.186)
O (4.774, 3.270, 2.460)
O (4.756, 5.371, 2.905)
H (4.150, 3.596, 1.150)
O (-3.040, -2.784, -5.276)
C (-4.147, -2.184, -5.376)
O (-4.807, -2.053, -4.346)
O (-4.318, -1.586, -6.433)
H (-2.973, -2.269, -6.083)
O (-6.464, 6.492, -1.136)
C (-7.049, 7.487, -1.818)
O (-8.130, 7.898, -1.430)
O (-6.533, 8.003, -2.796)
H (-5.841, 6.607, -1.858)
O (-4.325, 4.171, -10.388)
C (-4.614, 5.418, -10.729)
O (-5.838, 5.639, -10.858)
O (-3.646, 6.235, -10.697)
H (-5.277, 4.056, -10.357)

As for the spin multiplicity: 1. As for the charge: +4. The total energy comes out at -5441.14446 hartree.

Here are the Löwdin charges for atoms 1 to 5, given in e: 0.02 -0.39 0.21 0.10 0.16